ORCA calculation (wB97M-V/def2-TZVPD) on an isolated molecule of C26H30N4O4.

Calculated values
Total energy = -41600.6353 eV
F_max = 0.5 eV/Å
Highest occupied orbital energy = -6.81 eV
Kohn-Sham gap = 7.5 eV
Molar mass = 462.55 g/mol
Multiplicity = 1
SMILES = COc1ccc(N2CCN([C@H]3CC(=O)N(Cc4ccc(N5CCCC5=O)cc4)C3=O)CC2)cc1
Charge = 0
Energy above the lowest of the compared OMol25 structures with the same formula, charge and spin = 1.7975 eV

Element x y z (Å)
C -7.27 -1.08 -0.71
O -6.27 -0.13 -0.47
C -5.01 -0.58 -0.13
C -4.05 0.39 0.14
C -2.77 0.05 0.48
C -2.37 -1.29 0.55
N -1.08 -1.61 0.96
C -0.69 -2.98 1.23
C -0.23 -3.68 -0.06
N 0.86 -2.99 -0.71
C 2.21 -3.35 -0.33
C 3.18 -3.14 -1.50
C 4.05 -1.97 -1.09
O 4.86 -1.38 -1.76
N 3.80 -1.71 0.24
C 4.44 -0.61 0.95
C 3.60 0.62 0.77
C 2.62 0.96 1.70
C 1.75 2.00 1.47
C 1.84 2.73 0.28
N 0.93 3.76 0.02
C 1.25 4.88 -0.85
C 0.16 5.90 -0.53
C -1.02 5.02 -0.15
C -0.38 3.76 0.40
O -0.94 2.89 1.03
C 2.85 2.43 -0.63
C 3.71 1.38 -0.39
C 2.82 -2.50 0.80
O 2.52 -2.49 1.96
C 0.56 -1.58 -0.88
C 0.04 -0.89 0.40
C -3.34 -2.26 0.30
C -4.65 -1.91 -0.04
H -8.17 -0.50 -0.94
H -7.02 -1.72 -1.57
H -7.46 -1.70 0.17
H -4.35 1.43 0.08
H -2.07 0.84 0.72
H -1.52 -3.51 1.70
H 0.14 -2.95 1.94
H 0.07 -4.71 0.15
H -1.06 -3.70 -0.77
H 2.19 -4.39 0.00
H 2.65 -2.92 -2.43
H 3.82 -4.01 -1.67
H 5.44 -0.48 0.53
H 4.50 -0.90 2.00
H 2.54 0.39 2.62
H 0.98 2.24 2.18
H 1.20 4.58 -1.91
H 2.26 5.24 -0.64
H 0.46 6.51 0.32
H -0.05 6.56 -1.37
H -1.69 5.47 0.59
H -1.62 4.75 -1.02
H 2.94 2.99 -1.55
H 4.47 1.13 -1.12
H 1.44 -1.05 -1.26
H -0.23 -1.51 -1.64
H -0.24 0.14 0.16
H 0.83 -0.85 1.15
H -3.11 -3.31 0.35
H -5.35 -2.71 -0.22

For each atom in turn, the natural (NBO) charge in e is:
1 C -0.250
2 O -0.518
3 C 0.335
4 C -0.246
5 C -0.268
6 C 0.229
7 N -0.459
8 C -0.247
9 C -0.225
10 N -0.442
11 C -0.133
12 C -0.520
13 C 0.710
14 O -0.579
15 N -0.475
16 C -0.249
17 C -0.075
18 C -0.206
19 C -0.171
20 C 0.141
21 N -0.440
22 C -0.203
23 C -0.403
24 C -0.500
25 C 0.698
26 O -0.613
27 C -0.264
28 C -0.142
29 C 0.702
30 O -0.585
31 C -0.247
32 C -0.235
33 C -0.294
34 C -0.303
35 H 0.196
36 H 0.170
37 H 0.172
38 H 0.218
39 H 0.240
40 H 0.208
41 H 0.222
42 H 0.198
43 H 0.197
44 H 0.230
45 H 0.256
46 H 0.247
47 H 0.236
48 H 0.235
49 H 0.226
50 H 0.238
51 H 0.186
52 H 0.211
53 H 0.211
54 H 0.220
55 H 0.239
56 H 0.231
57 H 0.216
58 H 0.224
59 H 0.200
60 H 0.204
61 H 0.226
62 H 0.204
63 H 0.205
64 H 0.212

ORCA calculation (wB97M-V/def2-TZVPD) on a structure of composition C26H30N5OP2RuS at a distorted geometry.

Calculated values
Total energy = -68930.2467 eV
F_max = 4.9 eV/Å
Highest occupied orbital energy (alpha / beta) = -13.76 / -13.63 eV
Kohn-Sham gap (alpha / beta) = 7.5 / 6.3 eV
Molar mass = 623.65 g/mol
Multiplicity = 2
Charge = +2
Energy above the lowest of the compared OMol25 structures with the same formula, charge and spin = 2.4136 eV

Element x y z (Å)
Ru -0.31 0.10 0.66
O -3.23 -2.45 2.08
C -2.38 -1.57 2.10
N -2.37 -0.48 1.32
C -3.54 -0.17 0.56
C -3.21 0.54 -0.72
C -4.20 0.91 -1.62
C -3.84 1.59 -2.77
C -2.50 1.89 -2.99
C -1.57 1.47 -2.05
N -1.93 0.82 -0.96
C -1.20 -1.65 3.04
C -1.17 -2.59 4.06
C -0.08 -2.58 4.92
C 0.91 -1.63 4.75
C 0.81 -0.74 3.69
N -0.22 -0.77 2.85
H -4.18 0.50 1.17
H -4.15 -1.07 0.36
H -5.24 0.67 -1.42
H -4.59 1.89 -3.49
H -2.18 2.43 -3.87
H -0.51 1.67 -2.17
H -1.98 -3.30 4.15
H -0.02 -3.29 5.73
H 1.74 -1.56 5.43
H 1.55 0.02 3.53
C 2.85 1.70 -1.10
P 1.84 0.29 -0.51
C 2.96 -0.39 0.78
C 1.97 -1.00 -1.80
C 2.99 -0.98 -2.75
C 3.14 -2.02 -3.65
C 2.26 -3.10 -3.61
C 1.22 -3.11 -2.70
C 1.06 -2.07 -1.80
P -0.28 -2.13 -0.57
C 0.20 -3.54 0.49
C -1.73 -2.85 -1.42
H 3.89 1.41 -1.17
H 2.76 2.52 -0.39
H 2.49 2.04 -2.07
H 3.92 -0.67 0.34
H 2.51 -1.26 1.26
H 3.13 0.39 1.53
H 3.67 -0.15 -2.80
H 3.94 -2.00 -4.36
H 2.40 -3.93 -4.28
H 0.53 -3.94 -2.70
H 0.51 -4.38 -0.15
H -0.66 -3.85 1.09
H 1.03 -3.28 1.15
H -1.48 -3.82 -1.84
H -2.10 -2.19 -2.20
H -2.52 -3.00 -0.67
S -0.51 2.31 1.76
C 0.13 3.71 1.02
N 0.78 4.61 1.84
C 1.24 5.79 1.34
C 1.03 6.07 0.02
C 0.36 5.10 -0.76
N -0.05 3.96 -0.26
H 0.86 4.40 2.83
H 1.75 6.45 2.02
H 1.37 6.99 -0.41
H 0.16 5.26 -1.81

For each atom in turn, the natural (NBO) charge in e is:
1 Ru 0.529
2 O -0.592
3 C 0.610
4 N -0.559
5 C -0.290
6 C 0.246
7 C -0.227
8 C -0.120
9 C -0.250
10 C 0.067
11 N -0.435
12 C 0.123
13 C -0.193
14 C -0.123
15 C -0.228
16 C 0.052
17 N -0.434
18 H 0.240
19 H 0.248
20 H 0.247
21 H 0.244
22 H 0.242
23 H 0.203
24 H 0.268
25 H 0.247
26 H 0.247
27 H 0.211
28 C -0.934
29 P 1.035
30 C -0.928
31 C -0.353
32 C -0.140
33 C -0.182
34 C -0.165
35 C -0.176
36 C -0.353
37 P 1.090
38 C -0.940
39 C -0.941
40 H 0.261
41 H 0.249
42 H 0.257
43 H 0.254
44 H 0.245
45 H 0.242
46 H 0.215
47 H 0.242
48 H 0.243
49 H 0.224
50 H 0.254
51 H 0.262
52 H 0.245
53 H 0.258
54 H 0.257
55 H 0.274
56 S -0.098
57 C 0.292
58 N -0.492
59 C 0.125
60 C -0.309
61 C 0.171
62 N -0.467
63 H 0.458
64 H 0.255
65 H 0.268
66 H 0.228

ORCA calculation (wB97M-V/def2-TZVPD) on an isolated molecule of C26H30N6O3 at a distorted geometry.

Calculated values
Total energy = -42531.2653 eV
F_max = 1.4 eV/Å
Highest occupied orbital energy = -7.47 eV
Kohn-Sham gap = 8.0 eV
Molar mass = 474.56 g/mol
Multiplicity = 1
SMILES = COc1ccc(-n2nc3c(N4CCC(C(=O)NCCc5ccco5)CC4)nnc(C)c3c2C)cc1
Charge = 0
Energy above the lowest of the compared OMol25 structures with the same formula, charge and spin = 2.5065 eV

Element x y z (Å)
C -7.26 -1.92 0.33
O -6.04 -2.23 -0.30
C -4.92 -1.58 0.08
C -4.86 -0.60 1.06
C -3.65 0.01 1.37
C -2.50 -0.35 0.70
N -1.26 0.25 0.98
N -0.19 -0.54 1.05
C 0.84 0.27 1.27
C 2.25 0.03 1.40
N 2.79 -1.21 1.38
C 2.01 -2.42 1.23
C 2.83 -3.48 0.49
C 3.76 -2.80 -0.52
C 2.88 -2.05 -1.52
O 2.08 -2.66 -2.20
N 3.04 -0.71 -1.63
C 2.20 0.06 -2.52
C 1.88 1.45 -1.93
C 0.46 1.84 -2.15
C -0.10 3.04 -2.48
C -1.50 2.84 -2.52
C -1.69 1.53 -2.20
O -0.51 0.92 -1.98
C 4.82 -2.00 0.25
C 4.21 -1.39 1.53
N 3.07 1.06 1.52
N 2.65 2.31 1.57
C 1.39 2.64 1.49
C 1.06 4.10 1.55
C 0.40 1.63 1.32
C -0.98 1.56 1.13
C -1.98 2.65 1.02
C -2.55 -1.35 -0.27
C -3.74 -1.96 -0.58
H -7.22 -2.13 1.41
H -7.54 -0.87 0.18
H -8.01 -2.56 -0.13
H -5.74 -0.30 1.61
H -3.62 0.75 2.16
H 1.71 -2.80 2.22
H 1.10 -2.18 0.68
H 2.15 -4.15 -0.04
H 3.43 -4.07 1.18
H 4.26 -3.58 -1.12
H 3.65 -0.21 -1.01
H 1.29 -0.52 -2.66
H 2.69 0.17 -3.49
H 2.07 1.42 -0.86
H 2.53 2.22 -2.35
H 0.43 3.96 -2.68
H -2.25 3.57 -2.75
H -2.57 0.93 -2.12
H 5.26 -1.23 -0.39
H 5.63 -2.67 0.53
H 4.38 -2.07 2.37
H 4.65 -0.42 1.76
H 0.31 4.29 2.31
H 1.96 4.66 1.78
H 0.68 4.43 0.59
H -1.54 3.51 0.54
H -2.33 2.96 2.01
H -2.84 2.32 0.44
H -1.63 -1.64 -0.77
H -3.80 -2.73 -1.33

For each atom in turn, the natural (NBO) charge in e is:
1 C -0.253
2 O -0.486
3 C 0.310
4 C -0.308
5 C -0.204
6 C 0.166
7 N -0.158
8 N -0.275
9 C 0.062
10 C 0.396
11 N -0.410
12 C -0.221
13 C -0.408
14 C -0.298
15 C 0.685
16 O -0.648
17 N -0.618
18 C -0.222
19 C -0.461
20 C 0.309
21 C -0.324
22 C -0.315
23 C 0.071
24 O -0.418
25 C -0.417
26 C -0.239
27 N -0.368
28 N -0.242
29 C 0.172
30 C -0.640
31 C -0.127
32 C 0.188
33 C -0.658
34 C -0.206
35 C -0.237
36 H 0.178
37 H 0.176
38 H 0.204
39 H 0.224
40 H 0.221
41 H 0.188
42 H 0.246
43 H 0.241
44 H 0.201
45 H 0.238
46 H 0.406
47 H 0.239
48 H 0.193
49 H 0.234
50 H 0.228
51 H 0.227
52 H 0.227
53 H 0.209
54 H 0.204
55 H 0.219
56 H 0.188
57 H 0.263
58 H 0.210
59 H 0.241
60 H 0.214
61 H 0.243
62 H 0.224
63 H 0.238
64 H 0.250
65 H 0.232